Here is C23H44N6SSbSeSr as an isolated structure from the Open Molecules 2025 dataset. Energies are from ωB97M-V/def2-TZVPD.

HOMO, eV: -9.778
Net charge: +1
Energy above the lowest of the compared OMol25 structures with the same formula, charge and spin, eV: 0.000
2S+1: 1

Cartesian coordinates (Å):
Sr (-1.68576, -0.68687, -0.85868)
C (-0.62302, 4.08879, -1.29987)
N (-1.80684, 3.46420, -0.72401)
C (-2.89607, 3.30002, -1.67006)
C (-1.78037, 2.77997, 0.42818)
S (-2.86566, 1.48588, 0.71675)
N (-0.94924, 3.21045, 1.40034)
C (-0.60975, 4.61792, 1.57084)
C (-0.69306, 2.41419, 2.58892)
H (-0.53853, 3.74813, -2.33446)
H (0.27037, 3.77668, -0.76531)
H (-0.69994, 5.17722, -1.29717)
H (-2.95356, 4.20383, -2.27657)
H (-3.83939, 3.15618, -1.15102)
H (-2.71482, 2.44951, -2.33230)
H (-1.22802, 5.24313, 0.93045)
H (0.44430, 4.81217, 1.36605)
H (-0.81285, 4.89306, 2.60581)
H (-0.62041, 1.36011, 2.33889)
H (-1.48755, 2.53203, 3.33107)
H (0.25072, 2.74746, 3.02155)
C (3.95807, 1.04187, -0.88268)
C (2.97237, 1.33277, 0.23015)
N (1.59907, 1.26837, -0.26726)
C (1.25081, 1.14169, -1.58639)
N (0.00951, 0.83482, -1.85963)
C (-0.35259, 0.82621, -3.27357)
C (0.76160, 0.24618, -4.12545)
C (1.98583, 1.11618, -3.92948)
N (2.19563, 1.41259, -2.51287)
C (3.53004, 1.82906, -2.10625)
H (3.96297, -0.02418, -1.11908)
H (4.96168, 1.33190, -0.57413)
H (3.15810, 2.33061, 0.64098)
H (3.09118, 0.61435, 1.03743)
H (0.91569, 0.85802, 0.35251)
H (-0.60069, 1.84208, -3.61583)
H (-1.27052, 0.23228, -3.40739)
H (0.49437, 0.22756, -5.18119)
H (0.94811, -0.77532, -3.78665)
H (1.88360, 2.05670, -4.48258)
H (2.87720, 0.60556, -4.30060)
H (3.54036, 2.90271, -1.88679)
H (4.20351, 1.65501, -2.94443)
Se (0.15185, -2.84946, -1.66901)
C (-1.49244, -3.59985, -2.27573)
C (-1.97248, -4.81228, -1.77804)
C (-3.21810, -5.26136, -2.17657)
N (-4.02229, -4.60261, -3.01005)
C (-3.56554, -3.45887, -3.49593)
C (-2.32595, -2.92176, -3.16875)
H (-1.37666, -5.39037, -1.08492)
H (-3.60280, -6.20268, -1.80163)
H (-4.21637, -2.94417, -4.19335)
H (-1.97811, -2.02010, -3.67446)
C (2.40968, -2.10060, 1.39522)
C (1.56858, -1.39649, 2.45599)
Sb (-0.52439, -1.84424, 2.18797)
C (-0.44139, -3.93750, 2.64772)
C (0.36201, -4.27104, 3.89553)
C (-1.32787, -1.07626, 4.04516)
C (-0.28756, -0.63349, 5.06559)
H (3.47481, -1.92524, 1.55672)
H (2.15582, -1.76118, 0.38805)
H (2.25363, -3.17896, 1.41984)
H (1.70036, -0.31214, 2.42447)
H (1.85743, -1.71717, 3.45714)
H (-0.03566, -4.42201, 1.75789)
H (-1.47766, -4.26532, 2.74731)
H (1.40782, -3.98368, 3.79142)
H (0.33596, -5.34470, 4.08359)
H (-0.04205, -3.77380, 4.77754)
H (-1.96077, -1.86723, 4.45132)
H (-1.99063, -0.25362, 3.77314)
H (0.35903, -1.45844, 5.36174)
H (-0.76721, -0.25102, 5.96706)
H (0.35248, 0.15654, 4.66985)

Atomic forces in eV per Å
0.05 -0.54 -0.14
0.10 0.05 -0.01
0.01 0.01 -0.13
-0.11 0.04 -0.04
-0.20 0.12 0.34
0.07 0.05 0.17
0.00 -0.13 -0.13
0.00 0.19 -0.10
0.00 -0.09 0.07
0.05 0.04 0.07
0.00 0.00 0.04
0.04 0.00 -0.02
0.00 -0.02 0.01
0.05 -0.01 -0.02
-0.03 -0.03 -0.04
0.05 -0.05 0.02
0.00 0.01 -0.03
-0.01 0.01 0.00
-0.01 -0.08 -0.03
0.01 0.00 -0.03
-0.01 -0.02 -0.01
0.01 0.07 -0.01
0.06 0.07 0.02
-0.03 -0.21 -0.01
0.00 0.15 -0.09
-0.11 0.08 0.00
0.03 0.04 0.04
-0.04 0.04 0.06
-0.05 0.03 -0.10
-0.02 -0.10 0.03
0.08 0.04 0.08
0.01 -0.01 -0.01
0.00 -0.02 0.01
0.02 -0.04 -0.02
-0.01 -0.04 0.07
0.01 0.16 0.00
-0.02 -0.08 -0.01
0.02 0.03 -0.03
-0.02 -0.02 -0.02
0.04 0.00 -0.05
0.03 -0.05 0.00
-0.03 0.04 0.01
0.04 -0.01 -0.04
-0.03 0.02 0.03
0.18 -0.16 -0.06
0.05 0.22 0.29
0.00 -0.01 0.03
0.02 -0.09 0.06
-0.14 0.00 -0.06
-0.03 0.04 -0.05
0.03 0.22 -0.10
0.00 -0.01 -0.01
0.02 -0.03 0.03
-0.02 0.05 -0.04
-0.04 -0.10 0.06
0.03 0.11 0.01
-0.08 -0.11 0.02
-0.09 0.18 -0.04
-0.02 0.09 -0.10
-0.04 -0.04 -0.03
0.07 -0.08 -0.09
-0.04 0.00 -0.01
0.04 0.02 0.00
0.00 -0.05 -0.01
-0.01 -0.03 -0.05
-0.03 0.01 0.02
-0.03 0.03 0.01
-0.01 -0.01 0.01
0.00 0.01 -0.02
0.04 0.01 0.02
0.02 -0.02 0.04
0.00 0.01 0.04
-0.01 -0.02 0.00
-0.01 0.01 0.01
0.04 -0.01 0.03
0.00 0.02 0.03
0.04 0.03 0.01



Here is one molecule with the formula C3H6N2O from the Open Molecules 2025 dataset. Energies are from ωB97M-V/def2-TZVPD.

HOMO, eV: -9.519
Energy above the lowest of the compared OMol25 structures with the same formula, charge and spin, eV: 1.266
2S+1: 1
SMILES: [H]/N=C(/C=O)NC

Cartesian coordinates (Å):
H (-0.29143, 1.01279, -1.69748)
N (0.12060, 1.49003, -0.89460)
C (0.31171, 0.70177, 0.09426)
C (0.79576, 1.36808, 1.35505)
O (0.64928, 0.87300, 2.44970)
N (0.11972, -0.64281, 0.21066)
C (-0.63599, -1.38741, -0.76758)
H (1.24942, 2.36134, 1.19669)
H (0.16508, -0.99676, 1.15662)
H (-1.69943, -1.11358, -0.76736)
H (-0.54783, -2.45623, -0.56458)
H (-0.23689, -1.21021, -1.77139)

Atomic forces in eV per Å
0.07 0.05 0.07
-0.03 -0.27 0.06
-0.04 -0.05 -0.05
-0.06 -0.16 0.55
0.20 0.19 -0.59
-0.04 0.18 0.07
-0.06 -0.08 -0.16
-0.10 -0.06 0.03
-0.03 0.10 -0.10
0.11 -0.03 -0.02
0.00 0.15 0.01
-0.02 -0.04 0.12



Here is an isolated ion of composition C7H12N2 and charge +2 at a distorted geometry from the Open Molecules 2025 dataset. Energies are from ωB97M-V/def2-TZVPD.

HOMO, eV: -18.804
Net charge: +2
Energy above the lowest of the compared OMol25 structures with the same formula, charge and spin, eV: 0.945
2S+1: 1

Cartesian coordinates (Å):
C (-0.61846, -2.54335, 0.57474)
C (0.34357, -2.06054, 1.39051)
C (-0.18212, -0.51087, -0.06236)
C (-0.42374, 0.95987, -0.79681)
C (-1.67931, 0.99500, -1.55456)
C (0.45495, 2.07629, -0.82854)
C (1.70027, 0.02272, 1.55046)
N (-0.96661, -1.61775, -0.29182)
N (0.65165, -0.82353, 0.92693)
H (-1.03081, -3.47583, 0.59974)
H (0.94929, -2.31797, 2.20026)
H (-2.24015, 0.13922, -1.88574)
H (-1.42240, 1.48366, -2.50111)
H (-2.18934, 1.81672, -0.82313)
H (0.88874, 2.34432, 0.16434)
H (-0.05166, 2.92747, -1.11772)
H (1.34059, 1.73764, -1.36504)
H (2.47112, 0.04688, 0.66704)
H (1.40267, 1.15649, 1.75145)
H (2.18612, -0.50869, 2.45736)
H (-1.58437, -1.84775, -1.05600)

Atomic forces in eV per Å
0.48 -0.31 0.98
1.09 1.73 -0.59
-0.83 3.90 -2.60
-1.04 -6.02 0.87
0.86 2.43 0.87
1.34 -0.90 2.83
2.10 1.34 -1.26
0.63 1.55 -0.33
-0.73 0.86 1.19
-1.15 -2.29 -0.08
0.25 -1.46 1.13
-0.34 -0.50 0.98
-0.30 0.75 0.15
0.22 -1.59 -1.77
-0.21 -0.43 -0.41
-0.68 1.80 -1.49
0.27 0.25 -0.65
-0.87 0.20 2.04
0.26 -2.85 -0.09
-1.13 1.03 -1.57
-0.21 0.52 -0.21



Here is one molecule with the formula C3H8N2O2 at a distorted geometry from the Open Molecules 2025 dataset. Energies are from ωB97M-V/def2-TZVPD.

HOMO, eV: -9.460
Energy above the lowest of the compared OMol25 structures with the same formula, charge and spin, eV: 4.251
2S+1: 1
SMILES: CC(C)(O)NN=O

Cartesian coordinates (Å):
C (-0.30224, 1.17492, 0.72305)
C (0.18892, -0.17059, 0.09170)
C (-0.74630, -0.54984, -1.04598)
O (0.20480, -1.21772, 0.96502)
N (1.55334, -0.03835, -0.37989)
N (2.55903, -0.42428, 0.35360)
O (3.71778, -0.34434, -0.07182)
H (0.36948, 1.45319, 1.61124)
H (-0.28840, 1.90652, -0.17289)
H (-1.24617, 1.32704, 1.12065)
H (-1.48826, 0.27796, -1.12515)
H (-1.41067, -1.45744, -0.86621)
H (-0.24991, -0.87728, -1.86150)
H (1.00228, -1.20108, 1.49769)
H (1.79711, 0.47401, -1.33918)

Atomic forces in eV per Å
3.50 1.21 -1.11
-1.43 0.26 0.77
-3.40 0.26 2.56
-0.71 -1.28 1.25
2.33 2.18 -3.81
1.00 -0.47 0.50
-2.15 0.43 -0.10
-0.45 -0.06 -1.65
0.54 -0.59 1.69
-2.29 -0.94 0.49
0.74 -0.58 -0.95
1.01 1.06 0.72
1.64 -0.17 -3.13
0.31 0.11 0.22
-0.65 -1.42 2.53



Here is C43H47Cl2GeN2OSbSc as an isolated structure from the Open Molecules 2025 dataset. Energies are from ωB97M-V/def2-TZVPD.

HOMO, eV: -4.175
Net charge: -1
Energy above the lowest of the compared OMol25 structures with the same formula, charge and spin, eV: 0.293
2S+1: 1

Cartesian coordinates (Å):
Sc (0.41034, -0.51412, 0.29605)
C (2.32811, -3.00770, -0.12779)
N (1.52756, -2.59679, 1.02682)
C (0.59760, -3.67030, 1.38094)
C (2.38004, -2.24094, 2.16555)
C (3.15637, -0.97866, 1.87027)
C (4.43522, -0.80244, 2.38194)
C (5.12548, 0.37507, 2.12167)
C (4.52943, 1.35491, 1.34275)
C (3.24834, 1.15404, 0.83470)
C (2.51094, -0.01167, 1.07885)
H (2.89066, -3.92637, 0.09481)
H (3.03228, -2.21978, -0.39139)
H (1.66139, -3.20354, -0.96706)
H (1.14288, -4.57106, 1.69949)
H (-0.03001, -3.89915, 0.52434)
H (-0.04743, -3.34612, 2.19963)
H (3.04166, -3.07933, 2.43611)
H (1.71435, -2.07609, 3.02131)
H (4.89935, -1.58090, 2.98125)
H (6.12368, 0.52029, 2.51837)
H (5.05856, 2.27775, 1.13288)
H (2.81652, 1.94858, 0.23302)
Cl (-3.20048, -3.72001, -1.10028)
C (-2.93722, -2.05272, -1.54451)
C (-3.96179, -1.35531, -2.18285)
C (-3.77760, -0.01408, -2.44364)
Cl (-5.11703, 0.87934, -3.13812)
C (-2.58311, 0.64495, -2.15247)
C (-2.36274, 2.08792, -2.22388)
C (-1.32573, 2.62409, -1.57658)
C (-0.33180, 1.77126, -0.82601)
N (-0.27078, 0.41263, -1.40981)
C (-1.52403, -0.11743, -1.63822)
C (-1.72884, -1.45687, -1.21151)
O (-0.78043, -2.01398, -0.46286)
H (-4.89413, -1.84592, -2.42029)
H (-3.08611, 2.70848, -2.73643)
H (-1.19840, 3.70283, -1.55308)
H (0.66069, 2.21925, -0.95109)
C (-0.61004, 1.53956, 0.68489)
Ge (-0.30158, 2.96099, 1.93545)
C (1.33318, 4.00276, 1.60726)
C (2.32145, 4.13295, 2.58059)
C (3.47874, 4.86094, 2.33572)
C (3.66723, 5.47488, 1.10580)
C (2.68961, 5.36313, 0.12592)
C (1.53402, 4.63673, 0.37992)
C (-0.16850, 2.25764, 3.76991)
C (-0.86276, 2.82063, 4.83866)
C (-0.73055, 2.31385, 6.12626)
C (0.11104, 1.23699, 6.36662)
C (0.81924, 0.67095, 5.31423)
C (0.67665, 1.17666, 4.02906)
C (-1.77168, 4.28868, 1.96494)
C (-1.55271, 5.66059, 1.86071)
C (-2.61320, 6.55975, 1.85073)
C (-3.91717, 6.09753, 1.94927)
C (-4.15508, 4.73295, 2.05549)
C (-3.09091, 3.84254, 2.05978)
H (-1.68314, 1.29709, 0.77346)
H (2.19569, 3.64406, 3.54028)
H (4.23909, 4.93870, 3.10369)
H (4.57193, 6.03780, 0.91015)
H (2.82814, 5.83883, -0.83761)
H (0.77990, 4.56182, -0.39668)
H (-1.52317, 3.66346, 4.66368)
H (-1.28554, 2.76117, 6.94248)
H (0.21745, 0.84251, 7.36997)
H (1.48824, -0.16266, 5.49447)
H (1.24709, 0.73774, 3.21551)
H (-0.53799, 6.03745, 1.78767)
H (-2.41901, 7.62252, 1.76535)
H (-4.74557, 6.79544, 1.93881)
H (-5.17071, 4.36246, 2.12516)
H (-3.29471, 2.77840, 2.12599)
C (0.40955, -5.76578, -6.01685)
C (0.91084, -5.92290, -4.58731)
Sb (-0.27017, -4.98274, -3.00938)
C (-0.99797, -3.30118, -4.15604)
C (-0.04718, -2.10976, -4.07824)
C (-1.96737, -6.31824, -3.29835)
C (-3.08557, -5.80276, -4.19798)
H (1.02475, -6.33025, -6.72372)
H (0.42601, -4.72197, -6.33441)
H (-0.61825, -6.12095, -6.12125)
H (1.93727, -5.56165, -4.49407)
H (0.93354, -6.98006, -4.30608)
H (-1.98087, -3.05098, -3.75574)
H (-1.13927, -3.61502, -5.19187)
H (0.16825, -1.82054, -3.04803)
H (-0.46811, -1.23343, -4.57642)
H (0.90793, -2.33563, -4.56204)
H (-2.35604, -6.54429, -2.30438)
H (-1.54738, -7.24747, -3.69399)
H (-3.55054, -4.91330, -3.77223)
H (-3.86960, -6.55443, -4.32793)
H (-2.71826, -5.53428, -5.19011)

Atomic forces in eV per Å
0.09 0.17 0.29
0.01 -0.04 -0.01
-0.27 0.07 0.04
0.07 -0.08 0.08
0.04 0.01 0.03
-0.07 0.01 -0.03
-0.01 0.01 0.04
0.02 0.00 0.02
-0.01 0.03 0.00
0.03 -0.05 0.03
0.22 0.07 -0.20
0.00 0.01 0.00
-0.01 0.00 0.00
-0.01 -0.01 -0.01
0.00 0.01 0.00
0.00 -0.02 -0.01
0.02 0.01 0.01
0.02 0.00 -0.03
0.02 -0.02 0.01
-0.01 0.00 0.00
0.00 0.00 0.00
-0.01 0.01 -0.01
-0.01 0.02 -0.02
-0.01 -0.06 0.08
0.08 0.03 0.00
-0.03 -0.02 0.01
0.00 0.01 -0.02
-0.03 0.01 -0.01
0.06 -0.06 0.06
0.02 0.03 0.01
-0.04 0.01 -0.01
0.08 -0.03 0.04
0.08 0.05 -0.01
-0.07 -0.01 -0.08
-0.15 0.07 -0.11
-0.11 -0.05 -0.17
0.00 0.00 0.00
0.00 0.00 0.00
0.00 0.00 0.01
-0.01 0.00 0.01
-0.12 -0.03 0.10
-0.04 -0.07 -0.05
-0.04 -0.01 0.01
0.01 -0.02 0.00
0.01 0.00 -0.02
0.00 0.00 0.01
-0.01 0.00 -0.01
0.01 0.00 -0.01
0.04 0.05 -0.04
-0.03 -0.01 -0.01
0.00 -0.01 0.01
0.00 0.02 -0.01
0.00 -0.01 0.00
0.00 0.00 0.01
0.06 -0.08 0.00
0.02 0.01 0.05
-0.01 0.00 0.01
0.01 -0.01 -0.01
0.00 0.01 0.00
0.00 0.00 -0.03
0.00 0.00 0.01
0.00 0.01 0.00
0.00 0.00 0.00
0.00 0.00 0.00
0.00 0.00 0.00
0.00 0.01 0.00
0.00 0.00 0.00
0.00 0.00 0.00
0.00 0.00 0.00
0.00 0.00 0.00
0.00 0.00 0.00
-0.01 0.00 -0.01
0.00 0.00 0.00
0.00 0.00 0.00
0.00 0.00 0.00
0.00 0.00 -0.01
-0.02 0.00 0.00
-0.01 0.02 0.06
-0.07 0.00 -0.09
0.07 -0.09 -0.01
0.04 -0.03 -0.01
0.04 0.03 -0.03
0.01 0.02 -0.01
0.00 0.00 -0.01
0.00 0.00 0.00
0.00 0.00 0.00
-0.01 0.03 -0.01
0.01 0.00 0.01
0.06 0.04 0.02
-0.05 -0.03 0.03
-0.03 0.01 -0.03
0.00 0.01 0.03
0.01 -0.01 0.00
-0.01 0.01 0.00
0.01 0.00 0.00
0.00 0.00 -0.01
0.00 0.00 0.01
-0.01 -0.01 0.00



no.,Kohn-Sham gap (eV),calculated total energy (eV)
1,7.4323,-117057.36563
2,9.9272,-8235.43322
3,8.0574,-10413.40303
4,10.2650,-10312.70085
5,6.6696,-159182.73058